{
  "formula": "C9H21FN2Na2O3",
  "method": "wB97M-V/def2-TZVPD",
  "e_homo_ev": -6.60,
  "total_charge": 0,
  "lumo_energy_ev": -1.32,
  "homo_lumo_gap_ev": 5.28,
  "energy_ha": -1115.09923,
  "spin_multiplicity": 1,
  "elements": ["N", "C", "C", "C", "N", "C", "O", "C", "H", "H", "H", "H", "H", "H", "H", "H", "H", "H", "Na", "C", "C", "O", "C", "C", "H", "H", "H", "H", "H", "H", "H", "H", "H", "H", "F", "Na", "O", "H"],
  "positions_angstrom": [[4.45559, 0.25407, -1.43565], [3.47739, 1.03895, -2.25943], [2.04293, 0.80963, -1.76356], [1.03219, 1.95412, -1.80484], [-0.29942, 1.26572, -1.67895], [-0.08793, -0.14043, -1.95859], [-0.85415, -1.01775, -1.71037], [1.29112, -0.23365, -2.58613], [4.33015, 0.59428, -0.48352], [4.05980, -0.68168, -1.38883], [3.75533, 2.08812, -2.22771], [3.55805, 0.66482, -3.27326], [2.02689, 0.43031, -0.73123], [1.07191, 2.59617, -0.92608], [1.15390, 2.52553, -2.72343], [-0.49920, 1.27311, -0.68026], [1.13265, 0.04195, -3.63350], [1.68502, -1.24571, -2.53798], [6.61462, 0.97758, -2.15816], [-1.75074, -1.44173, 1.45933], [-2.25263, -2.35528, 2.55453], [-2.23614, -1.77745, 3.86227], [-3.01486, -0.62478, 4.04464], [-4.49548, -0.80794, 3.75167], [-0.72458, -1.11173, 1.67854], [-1.76342, -1.93839, 0.49377], [-2.38017, -0.57684, 1.35625], [-1.61090, -3.23266, 2.61727], [-3.25564, -2.71568, 2.31348], [-2.61396, 0.21915, 3.44408], [-2.87552, -0.34130, 5.08761], [-4.67853, -1.07264, 2.70839], [-5.04097, 0.11382, 3.96254], [-4.90171, -1.60436, 4.37423], [-3.61308, -0.46898, -0.52526], [-2.51364, 1.09141, 1.53804], [5.30666, 2.56798, -4.20546], [4.46849, 2.88226, -4.55445]],
  "atomic_forces_ev_per_a": [[-0.444, 0.314, 0.139], [-0.381, -0.279, 0.695], [0.044, -0.258, -0.565], [-0.426, -0.471, 0.555], [0.935, -0.528, 0.463], [0.088, 0.510, -0.550], [0.068, -0.064, 0.210], [-0.602, -0.392, 0.209], [0.128, -0.052, 0.056], [0.363, -0.181, -0.052], [0.201, 0.002, -0.297], [0.203, 0.436, -0.210], [0.307, 0.057, 0.045], [0.486, 0.403, -0.270], [-0.352, 0.087, -0.026], [-0.712, 0.202, -0.334], [0.493, 0.184, -0.053], [-0.047, -0.057, -0.003], [-0.763, 0.656, -1.062], [0.678, -0.097, 0.546], [-0.098, -0.161, -0.095], [0.177, 0.109, 0.011], [-0.195, -0.222, 0.005], [0.004, -0.028, -0.202], [0.025, -0.136, 0.032], [-0.163, 0.195, -0.101], [-0.316, -1.555, -0.623], [0.017, 0.018, 0.145], [-0.022, 0.070, -0.041], [0.048, -0.078, 0.301], [0.075, 0.055, -0.022], [0.013, 0.064, -0.018], [0.002, -0.011, 0.055], [0.009, 0.022, 0.041], [0.257, 0.965, 1.225], [-0.821, 0.866, -1.134], [0.725, -0.613, 0.872], [-0.003, -0.032, 0.054]]
}